*i*
{
  "formula": "C4H6O3S",
  "method": "the ωB97M-V functional and the def2-TZVPD basis",
  "species": ["C", "C", "C", "C", "H", "H", "H", "H", "H", "H", "O", "O", "O", "S"],
  "xyz": [[-0.731, -0.109, -0.391], [-0.122, 1.168, 0.238], [2.069, -0.353, -0.224], [-0.224, -1.182, 0.487], [-2.447, 1.114, -0.561], [-0.364, -0.078, -1.476], [-0.453, 2.179, -0.170], [-0.446, 1.233, 1.260], [-0.870, -2.053, 0.227], [-0.271, -1.028, 1.515], [-2.258, -0.193, -0.500], [3.245, -0.566, -0.482], [1.282, -1.362, 0.071], [1.591, 1.229, 0.006]],
  "total_charge": 0,
  "spin_multiplicity": 1,
  "e_homo_ev": -9.8236,
  "e_lumo_ev": -0.255
}

*ii*
{
  "formula": "C4H6O3S",
  "method": "the ωB97M-V functional and the def2-TZVPD basis",
  "species": ["O", "C", "O", "C", "C", "O", "C", "S", "H", "H", "H", "H", "H", "H"],
  "xyz": [[0.107, 2.356, -2.345], [0.084, 1.571, -1.452], [1.179, 1.326, -0.724], [1.078, 0.500, 0.395], [0.229, -0.755, 0.239], [0.546, -1.560, 1.302], [-1.313, -0.463, 0.210], [-1.554, 0.941, -0.926], [2.103, 0.208, 0.664], [0.563, 1.088, 1.188], [0.397, -1.304, -0.777], [0.081, -2.419, 1.188], [-1.853, -1.325, -0.183], [-1.650, -0.163, 1.222]],
  "total_charge": 0,
  "spin_multiplicity": 1,
  "e_homo_ev": -9.7222,
  "e_lumo_ev": 0.377
}

The most stable of them is *ii*.

*i*
{
  "formula": "C17H62N4O14",
  "method": "the ωB97M-V functional and the def2-TZVPD basis",
  "species": ["C", "C", "O", "H", "H", "H", "H", "H", "H", "C", "C", "O", "H", "H", "H", "H", "H", "H", "C", "C", "O", "H", "H", "H", "H", "H", "H", "C", "O", "N", "N", "H", "H", "H", "H", "C", "O", "N", "N", "H", "H", "H", "H", "C", "O", "H", "H", "H", "H", "C", "O", "H", "H", "H", "H", "C", "O", "H", "H", "H", "H", "C", "O", "H", "H", "H", "H", "C", "O", "H", "H", "H", "H", "C", "O", "H", "H", "H", "H", "C", "O", "H", "H", "H", "H", "C", "O", "H", "H", "H", "H", "C", "O", "H", "H", "H", "H"],
  "xyz": [[10.698, -1.670, 1.502], [10.166, -0.231, 1.273], [9.246, -0.171, 0.344], [9.857, -2.335, 1.745], [11.307, -1.776, 2.396], [11.137, -2.076, 0.584], [11.028, 0.485, 1.092], [9.748, 0.030, 2.243], [8.906, 0.730, 0.239], [7.886, -5.230, -6.144], [7.659, -6.350, -7.186], [8.830, -6.968, -7.527], [7.903, -5.659, -5.127], [7.112, -4.489, -6.186], [8.881, -4.716, -6.348], [7.206, -5.968, -8.112], [6.974, -6.932, -6.620], [9.555, -6.360, -7.538], [6.603, -1.787, 1.724], [6.234, -2.966, 2.594], [7.458, -3.392, 3.141], [7.006, -1.021, 2.411], [5.672, -1.250, 1.414], [7.270, -2.020, 0.884], [5.946, -3.769, 1.889], [5.548, -2.740, 3.382], [7.456, -4.102, 3.765], [9.086, -6.454, 1.337], [9.951, -7.101, 0.436], [8.941, -5.122, 1.272], [8.526, -6.993, 2.388], [9.221, -4.722, 0.337], [8.319, -4.563, 1.862], [8.630, -8.003, 2.578], [7.664, -6.597, 2.674], [9.267, -3.050, -1.995], [9.474, -3.788, -0.876], [9.227, -1.761, -1.914], [9.126, -3.454, -3.248], [9.299, -1.337, -0.969], [9.013, -1.088, -2.760], [9.382, -4.376, -3.460], [8.884, -2.935, -4.101], [6.066, -5.249, -0.664], [4.941, -4.357, -0.564], [6.794, -4.768, -0.040], [6.377, -5.365, -1.636], [5.801, -6.196, -0.282], [5.091, -3.501, -0.921], [12.757, -4.539, -0.939], [12.476, -5.683, -0.180], [12.332, -4.796, -1.952], [13.881, -4.535, -1.017], [12.369, -3.556, -0.580], [11.520, -5.602, -0.052], [12.563, -0.383, -1.472], [12.011, -1.033, -2.614], [13.321, 0.347, -1.846], [13.216, -1.059, -0.852], [11.833, 0.128, -0.916], [11.095, -1.271, -2.343], [5.403, -3.871, -4.184], [4.946, -2.969, -5.198], [4.855, -3.500, -3.362], [6.479, -3.879, -4.159], [5.168, -4.860, -4.412], [4.324, -3.462, -5.680], [9.542, -1.266, -6.109], [8.673, -2.275, -5.918], [9.057, -0.264, -5.878], [9.940, -1.152, -7.107], [10.446, -1.304, -5.479], [7.944, -2.162, -6.587], [9.767, -6.503, -2.443], [9.872, -6.341, -3.930], [8.730, -6.291, -2.123], [10.465, -5.989, -1.878], [9.921, -7.560, -2.185], [9.362, -7.121, -4.293], [5.818, -0.785, -1.439], [6.252, -2.144, -1.397], [6.630, -0.124, -1.164], [5.003, -0.754, -0.763], [5.503, -0.495, -2.457], [7.206, -2.100, -1.501], [11.968, -4.014, -4.887], [13.147, -3.756, -5.530], [11.532, -3.211, -4.372], [12.107, -4.808, -4.110], [11.218, -4.327, -5.558], [13.020, -2.955, -6.052], [9.383, 1.631, -2.459], [8.834, 0.769, -3.388], [10.059, 2.195, -3.113], [10.115, 1.148, -1.780], [8.616, 2.305, -2.025], [8.461, 1.206, -4.039]],
  "total_charge": 0,
  "spin_multiplicity": 1,
  "e_homo_ev": -8.6077,
  "e_lumo_ev": -0.065
}

*ii*
{
  "formula": "C17H62N4O14",
  "method": "the ωB97M-V functional and the def2-TZVPD basis",
  "species": ["C", "C", "O", "H", "H", "H", "H", "H", "H", "C", "C", "O", "H", "H", "H", "H", "H", "H", "C", "C", "O", "H", "H", "H", "H", "H", "H", "C", "O", "N", "N", "H", "H", "H", "H", "C", "O", "N", "N", "H", "H", "H", "H", "C", "O", "H", "H", "H", "H", "C", "O", "H", "H", "H", "H", "C", "O", "H", "H", "H", "H", "C", "O", "H", "H", "H", "H", "C", "O", "H", "H", "H", "H", "C", "O", "H", "H", "H", "H", "C", "O", "H", "H", "H", "H", "C", "O", "H", "H", "H", "H", "C", "O", "H", "H", "H", "H"],
  "xyz": [[1.949, 1.750, 3.405], [1.499, 0.983, 4.656], [0.697, -0.130, 4.299], [1.105, 2.157, 2.914], [2.457, 1.013, 2.761], [2.610, 2.474, 3.687], [0.984, 1.608, 5.482], [2.403, 0.638, 5.150], [0.221, -0.591, 5.096], [-2.317, -4.567, 0.093], [-2.205, -3.344, -0.817], [-1.447, -3.819, -1.953], [-1.379, -5.088, 0.122], [-3.139, -5.176, -0.249], [-2.584, -4.311, 1.104], [-1.576, -2.597, -0.359], [-3.172, -2.936, -1.114], [-0.555, -3.797, -1.652], [0.325, -3.688, 3.599], [-0.011, -3.023, 2.219], [-1.075, -2.097, 2.311], [1.160, -4.296, 3.447], [-0.389, -4.351, 3.996], [0.537, -2.856, 4.288], [-0.412, -3.793, 1.504], [0.915, -2.600, 1.759], [-0.738, -1.246, 1.930], [0.606, 0.052, 0.591], [1.935, -0.221, 0.596], [-0.070, 0.150, -0.490], [-0.157, 0.250, 1.648], [0.442, 0.131, -1.406], [-1.079, 0.151, -0.590], [0.257, 0.285, 2.582], [-1.119, 0.605, 1.643], [-2.004, -0.993, -3.863], [-1.316, -0.626, -2.762], [-2.306, -0.139, -4.761], [-2.565, -2.135, -3.942], [-1.825, 0.759, -4.578], [-2.681, -0.336, -5.701], [-2.216, -2.849, -3.275], [-3.043, -2.466, -4.824], [1.583, -2.435, -2.244], [1.163, -2.723, -0.953], [0.862, -1.820, -2.784], [1.766, -3.367, -2.802], [2.520, -1.905, -2.296], [0.980, -1.869, -0.488], [-2.278, 3.041, -0.958], [-3.421, 2.739, -0.184], [-2.563, 3.011, -2.012], [-1.535, 2.306, -0.981], [-1.966, 4.013, -0.676], [-3.054, 2.338, 0.593], [4.044, -2.574, 0.530], [4.141, -1.483, -0.326], [3.194, -2.485, 1.197], [4.906, -2.685, 1.090], [3.816, -3.430, -0.088], [3.527, -0.815, 0.028], [-0.481, 2.510, -5.184], [-0.965, 2.148, -3.897], [-1.021, 3.378, -5.435], [-0.558, 1.817, -6.058], [0.598, 2.669, -5.099], [-0.319, 1.627, -3.404], [-2.097, 1.723, 3.611], [-2.141, 2.084, 2.201], [-3.088, 2.072, 3.955], [-1.356, 2.149, 4.249], [-2.097, 0.647, 3.748], [-1.888, 3.015, 2.080], [1.764, 2.016, -2.397], [1.157, 0.820, -2.890], [1.773, 2.788, -3.115], [2.816, 1.833, -2.274], [1.312, 2.222, -1.405], [1.666, 0.589, -3.678], [0.475, 3.992, 0.968], [-0.727, 4.646, 1.423], [1.180, 4.090, 1.776], [0.883, 4.478, 0.094], [0.226, 2.927, 0.735], [-0.430, 5.559, 1.641], [4.353, 1.803, 0.113], [5.159, 2.904, 0.418], [4.539, 1.298, -0.851], [3.346, 2.158, 0.279], [4.511, 1.040, 0.900], [6.100, 2.659, 0.298], [-3.590, -0.463, 0.687], [-2.822, -0.117, -0.505], [-4.132, -1.398, 0.594], [-4.193, 0.432, 0.913], [-2.959, -0.630, 1.582], [-3.412, -0.244, -1.238]],
  "total_charge": 0,
  "spin_multiplicity": 1,
  "e_homo_ev": -8.9355,
  "e_lumo_ev": 0.409
}

The most stable of them is *ii*.

*i*
{
  "formula": "C18H23N3O2",
  "method": "the ωB97M-V functional and the def2-TZVPD basis",
  "species": ["C", "C", "C", "C", "C", "C", "C", "H", "H", "H", "C", "N", "O", "C", "N", "C", "H", "H", "C", "H", "H", "C", "C", "O", "N", "H", "C", "C", "H", "H", "C", "H", "H", "C", "H", "H", "C", "H", "H", "H", "H", "H", "H", "H", "H", "H"],
  "xyz": [[3.795, 1.025, 3.276], [2.340, 0.816, 2.926], [1.683, 1.412, 1.889], [0.353, 1.269, 1.815], [-0.244, 0.530, 2.626], [0.372, -0.318, 3.751], [1.645, -0.096, 4.037], [2.401, -0.634, 4.558], [0.001, -1.072, 4.266], [-1.376, 0.183, 2.489], [-0.264, 1.736, 0.809], [0.241, 2.982, 0.262], [-0.867, 3.582, -0.651], [-1.839, 2.330, -0.594], [-1.450, 1.582, 0.269], [-3.099, 2.479, -1.282], [-2.931, 3.307, -2.196], [-3.889, 2.965, -0.720], [-3.464, 1.074, -2.058], [-3.515, 0.343, -0.999], [-4.413, 1.237, -2.280], [-2.607, 0.455, -2.899], [-1.145, 0.345, -2.595], [-0.385, 1.211, -2.648], [-0.637, -0.751, -2.158], [-1.640, -1.382, -1.928], [0.381, -0.877, -1.414], [0.383, -1.769, -0.152], [-0.625, -1.343, 0.577], [1.095, -1.297, 0.570], [0.478, -3.228, -0.329], [0.807, -3.606, 0.619], [-0.568, -3.585, -0.624], [1.448, -3.159, -1.319], [2.448, -3.075, -0.902], [1.435, -4.448, -1.938], [1.222, -2.071, -2.439], [0.203, -2.614, -2.953], [1.995, -1.810, -2.840], [1.046, -0.285, -1.377], [-2.796, 1.342, -3.824], [-3.041, -0.522, -3.191], [2.248, 2.201, 1.533], [3.987, 1.808, 4.245], [4.464, 1.519, 2.442], [4.325, 0.207, 3.351]],
  "total_charge": 0,
  "spin_multiplicity": 1,
  "e_homo_ev": -8.4585,
  "e_lumo_ev": 0.016
}

*ii*
{
  "formula": "C18H23N3O2",
  "method": "the ωB97M-V functional and the def2-TZVPD basis",
  "species": ["C", "O", "C", "C", "C", "C", "C", "C", "C", "C", "C", "N", "C", "C", "N", "C", "C", "C", "C", "C", "N", "O", "C", "H", "H", "H", "H", "H", "H", "H", "H", "H", "H", "H", "H", "H", "H", "H", "H", "H", "H", "H", "H", "H", "H", "H"],
  "xyz": [[0.965, 0.103, 4.222], [0.396, 0.943, 3.249], [-0.460, 0.398, 2.339], [-0.845, -0.936, 2.306], [-1.735, -1.361, 1.332], [-2.236, -0.479, 0.399], [-1.839, 0.858, 0.409], [-2.383, 1.751, -0.673], [-2.182, 3.273, -0.538], [-2.325, 3.782, -1.979], [-2.343, 2.492, -2.835], [-1.847, 1.411, -2.000], [-0.401, 1.274, -2.029], [0.030, -0.038, -1.480], [0.965, -0.244, -0.603], [0.981, -1.602, -0.481], [1.921, -2.327, 0.407], [3.309, -2.323, -0.204], [4.242, -3.461, 0.074], [3.632, -3.306, -1.286], [0.112, -2.186, -1.255], [-0.510, -1.175, -1.922], [-0.964, 1.287, 1.389], [1.609, 0.743, 4.824], [1.570, -0.689, 3.768], [0.201, -0.347, 4.864], [-0.466, -1.648, 3.022], [-2.031, -2.400, 1.305], [-2.918, -0.822, -0.364], [-3.463, 1.559, -0.749], [-1.187, 3.498, -0.157], [-2.913, 3.708, 0.140], [-3.243, 4.350, -2.119], [-1.488, 4.421, -2.257], [-1.758, 2.582, -3.749], [-3.371, 2.241, -3.111], [0.142, 2.052, -1.472], [-0.084, 1.310, -3.076], [1.943, -1.823, 1.375], [1.564, -3.349, 0.530], [3.734, -1.330, -0.287], [5.293, -3.247, 0.195], [3.890, -4.266, 0.701], [4.265, -2.988, -2.101], [2.859, -3.999, -1.581], [-0.632, 2.309, 1.456]],
  "total_charge": 0,
  "spin_multiplicity": 1,
  "e_homo_ev": -8.4087,
  "e_lumo_ev": 0.861
}

The most stable of them is *ii*.